Record 1
Formula: C7H8N2O
Source: the OMol25 dataset
Level of theory: ωB97M-V with the def2-TZVPD basis set

## Properties
**Maximum force**: 5.053 eV/Å
**Spin multiplicity**: 1
**LUMO**: 0.49 eV
**Total charge**: 0
**SMILES string**: N#C[C@@]1(CO)C=CCC=N1
**E_HOMO**: -9.683 eV
**Total energy**: -456.1649 hartree

Structure (XYZ):
```
18
Properties=species:S:1:pos:R:3:nbo_charge:R:1
C -1.1265 -0.0999 -1.3044 0.2627
C 1.4762 1.0421 -0.2727 -0.1576
C 1.1263 -0.2559 -0.4599 -0.2142
C -0.5159 1.3737 1.1216 0.1208
C 0.5520 2.1156 0.1698 -0.5293
C -0.2808 -0.6701 -0.4089 -0.0836
C -0.6110 -2.1782 -0.1458 -0.0431
N -1.8178 0.4808 -2.0192 -0.2968
N -0.9474 0.2175 1.0371 -0.3833
O 0.0639 -2.7282 0.9250 -0.7017
H 2.4975 1.3644 -0.2302 0.2187
H 1.7053 -1.1463 -0.6362 0.2372
H -0.8606 2.1355 1.8386 0.2000
H 1.0254 3.0200 0.5755 0.2419
H -0.2212 2.5860 -0.6552 0.2646
H -0.2514 -2.8041 -1.1174 0.1872
H -1.7259 -2.3575 -0.1219 0.1923
H -0.0881 -2.0953 1.7039 0.4842
```

Record 2
Formula: CH2ClIO
Source: the OMol25 dataset
Level of theory: ωB97M-V with the def2-TZVPD basis set

## Properties
**Maximum force**: 2.566 eV/Å
**Spin multiplicity**: 1
**LUMO**: -0.42 eV
**Total charge**: 0
**SMILES string**: O[C@H](Cl)I
**E_HOMO**: -10.004 eV
**Total energy**: -872.3835 hartree

Structure (XYZ):
```
6
Properties=species:S:1:pos:R:3:nbo_charge:R:1
C -0.3049 0.1598 0.0446 0.0825
O 0.5243 0.7112 -0.8274 -0.6645
Cl 0.4799 0.4182 2.0726 -0.3263
I -0.4751 -1.8984 -0.2506 0.1692
H -1.3254 0.6183 0.2451 0.2333
H 1.1012 -0.0091 -1.2843 0.5058
```

Record 3
Formula: C4H5NO
Source: the OMol25 dataset
Level of theory: ωB97M-V with the def2-TZVPD basis set

## Properties
**Maximum force**: 0.860 eV/Å
**Spin multiplicity**: 1
**LUMO**: 0.94 eV
**Total charge**: 0
**SMILES string**: C#[N+][O-].C#CC
**E_HOMO**: -9.692 eV
**Total energy**: -285.2320 hartree

Structure (XYZ):
```
11
Properties=species:S:1:pos:R:3:nbo_charge:R:1
C 0.9246 -0.6226 -1.5081 -0.6966
C 0.4859 -0.9576 -0.1541 0.0397
C 0.1370 -1.2919 0.9488 -0.3054
C -1.3242 1.3032 1.6405 -0.0427
N -1.0018 1.8105 0.6519 0.2130
O -0.6743 2.3497 -0.3739 -0.4187
H 1.8079 0.0225 -1.4896 0.2424
H 1.1827 -1.5449 -2.0375 0.2362
H 0.1398 -0.1055 -2.0673 0.2478
H -0.1611 -1.6161 1.9209 0.2318
H -1.5069 0.6635 2.4707 0.2525
```

Record 4
Formula: C23H32BCl5F9NO8P2S
Source: the OMol25 dataset
Level of theory: ωB97M-V with the def2-TZVPD basis set

## Properties
**Maximum force**: 8.273 eV/Å
**Spin multiplicity**: 1
**LUMO**: -0.19 eV
**Total charge**: 0
**SMILES string**: CCO[C@](N)(Cl)O[C@](C(F)(F)C(F)(F)C(F)(F)C(F)(F)F)([C@@](COc1cc(C)ccc1C(C)C)(OC[PH2]=S)B(C)O)P(=O)(O)O.ClC(Cl)(Cl)Cl
**E_HOMO**: -8.484 eV
**Total energy**: -5857.5205 hartree

Structure (XYZ):
```
82
Properties=species:S:1:pos:R:3:mulliken_charge:R:1
C -5.9561 3.2322 2.3007 -0.9471
C -4.4296 2.9844 2.8368 -0.3127
O -3.7477 2.3259 1.7515 0.1318
C -2.6445 1.5117 2.1026 -0.5110
N -3.1954 0.3223 2.8695 -0.5079
Cl -1.7400 2.4667 3.4641 -0.1641
O -1.6664 1.0846 1.2479 0.1208
C -1.6410 1.1451 -0.1675 0.7117
C -0.0489 0.7871 -0.4627 0.2637
C 0.3950 -0.6296 0.1702 -2.7723
O 1.8354 -0.6719 0.4662 1.0139
C 2.2259 -1.9205 1.0044 0.9171
C 1.3570 -3.1758 1.2276 -0.7256
C 1.8979 -4.5457 1.7936 0.3242
C 0.8473 -5.7734 1.9140 -1.1785
C 3.3954 -4.6727 2.1684 -0.8182
C 4.2810 -3.4064 1.9900 -0.6037
C 3.7417 -2.0406 1.4264 -0.2600
C 4.8062 -0.8551 1.3297 0.1785
C 4.6378 0.0638 2.6500 -1.1509
C 4.8021 -0.0328 -0.0503 -0.5993
O 0.3298 0.9946 -1.8406 -0.2211
C 1.0648 -0.0504 -2.4753 0.0720
P 1.3272 0.4778 -4.3057 0.1413
S 1.4069 -1.0620 -5.4953 -0.3643
B 0.9414 1.8671 0.3499 1.3048
C 1.8089 2.9815 -0.5033 -0.8832
O 1.1237 1.9172 1.7625 -0.5665
C -2.5084 -0.0312 -0.7724 1.1887
F -2.6360 -1.0321 0.2707 -0.3032
F -1.9009 -0.7838 -1.8497 -0.3638
C -4.0002 0.1799 -1.2771 0.0893
F -4.9024 0.8257 -0.4114 -0.2453
F -4.5324 -1.1767 -1.3249 -0.3311
C -4.1478 0.6402 -2.8391 0.6170
F -3.0702 1.4184 -3.3101 -0.1737
F -4.1386 -0.5521 -3.6484 -0.2974
C -5.6082 1.2985 -3.1464 0.4963
F -6.6724 0.5191 -2.6353 -0.2217
F -5.6850 2.6624 -2.8304 -0.1768
F -5.7407 1.2227 -4.5776 -0.2682
P -1.9519 2.9101 -0.7431 0.8720
O -3.4448 3.2361 -1.0507 -0.7243
O -1.1040 3.4915 -2.0727 -0.5546
O -1.5907 4.0372 0.5136 -0.5642
H -6.4176 4.1642 2.7667 0.3401
H -6.5722 2.3074 2.6218 0.2978
H -5.9337 3.2854 1.1516 0.1738
H -4.0392 4.0501 3.0648 0.2706
H -4.5482 2.3789 3.7936 0.2569
H -3.2056 0.5672 3.8678 0.3628
H -4.1497 0.1076 2.5370 0.2913
H -0.0855 -0.8377 1.2059 0.9920
H 0.0538 -1.5393 -0.4610 0.4340
H 0.2557 -3.1667 0.9442 0.1051
H -0.0499 -5.6277 1.1992 0.2987
H 0.4158 -5.6969 2.9824 0.2865
H 1.3713 -6.7774 1.7692 0.3387
H 3.7729 -5.6796 2.5441 0.3114
H 5.3907 -3.4946 2.2812 0.2362
H 5.8586 -1.3305 1.4210 0.4816
H 5.0974 -0.5560 3.5153 0.3566
H 3.5532 0.2556 2.9481 0.1621
H 5.2810 1.0137 2.5871 0.3327
H 4.4719 -0.6257 -0.9658 -0.1426
H 4.1316 0.8966 0.1266 -0.0041
H 5.8683 0.4031 -0.1715 0.4268
H 0.5553 -1.0755 -2.5398 0.3035
H 2.1365 -0.1626 -2.0469 -0.1936
H 2.4234 1.3882 -4.4600 0.1136
H 0.1369 1.2279 -4.6675 -0.0054
H 2.4337 2.4826 -1.3386 0.1966
H 2.5952 3.4445 0.2119 0.2371
H 1.1723 3.8543 -0.8710 0.2408
H 1.0850 1.0416 2.2000 0.1851
H -1.0768 2.8719 -2.8344 0.3644
H -2.4285 4.4502 0.8199 0.3486
C 5.3848 -3.5626 -2.8045 0.2414
Cl 5.2275 -2.1813 -3.9119 -0.0981
Cl 4.4725 -3.2345 -1.3157 0.0421
Cl 4.7411 -5.0233 -3.5851 -0.1045
Cl 7.0991 -3.8104 -2.4060 -0.1133
```

Record 5
Formula: C3FeO2
Source: the OMol25 dataset
Level of theory: ωB97M-V with the def2-TZVPD basis set

## Properties
**Maximum force**: 4.285 eV/Å
**Spin multiplicity**: 6
**LUMO (alpha / beta)**: -5.27 / -7.67 eV
**Total charge**: +1
**E_HOMO (alpha / beta)**: -14.831 / -13.393 eV
**<S²>**: 8.77
**Total energy**: -1527.8769 hartree

Structure (XYZ):
```
6
Properties=species:S:1:pos:R:3:mulliken_spin:R:1
C -1.6166 0.6488 -0.0102 0.9343
C -1.5166 -0.6991 -0.0025 0.9532
O -0.0864 -1.0445 0.0152 0.0122
C 0.6470 0.0325 0.0333 -0.0394
O -0.0826 1.0843 0.0206 0.0509
Fe 2.6552 -0.0220 -0.0564 3.0889
```

Record 6
Formula: C4H13N3O
Source: the OMol25 dataset
Level of theory: ωB97M-V with the def2-TZVPD basis set

## Properties
**Maximum force**: 6.594 eV/Å
**Spin multiplicity**: 1
**LUMO**: -3.74 eV
**Total charge**: 0
**E_HOMO**: -7.267 eV
**Total energy**: -399.3650 hartree

Structure (XYZ):
```
21
Properties=species:S:1:pos:R:3:nbo_charge:R:1
C 1.0286 0.5743 1.1237 -0.2239
C 0.7706 1.0101 -0.2824 -0.4463
C -0.4500 0.4641 -0.7582 -0.2802
N 1.1348 -3.0435 -0.5208 -0.7660
C 0.1002 -2.0332 -0.1666 0.2628
N -0.1798 -0.8895 -1.3937 -0.5889
N 0.0563 1.3649 1.8903 -0.7780
H 2.0844 0.6866 1.4813 0.2273
H 0.8026 -0.4147 1.0890 0.1824
H 0.7725 2.1498 -0.2956 0.2693
H 1.5427 0.7086 -1.0951 0.2142
H -0.8505 1.2054 -1.5754 0.2655
H -1.2241 0.4910 0.0541 0.2483
H 0.6240 -3.8834 -0.4619 0.3677
H 1.2823 -2.9522 -1.5531 0.4096
H -0.8718 -2.5982 -0.2601 0.1750
H -0.6672 2.0561 1.3464 0.4818
H -0.4074 0.8687 2.6664 0.3627
H -1.1114 -1.3317 -1.5549 0.3559
H -2.6788 2.9424 0.0657 0.4393
O -1.7580 2.6243 0.2010 -1.1786
```

Q: Which of these has the lowest total energy?
A: C23H32BCl5F9NO8P2S

Q: What is the formula in the fifth record?
A: C3FeO2

Q: Among the records above, which one has the highest maximum force?
A: C23H32BCl5F9NO8P2S